1.
{
  "formula": "C20H20Cl5N5O5S2Ti",
  "method": "wB97M-V/def2-TZVPD",
  "elements": ["Ti", "C", "C", "N", "N", "C", "N", "S", "C", "C", "C", "C", "C", "N", "H", "H", "H", "H", "H", "H", "H", "H", "H", "Cl", "C", "C", "C", "Cl", "C", "Cl", "C", "Cl", "C", "Cl", "O", "S", "O", "O", "O", "O", "C", "C", "C", "C", "C", "C", "N", "H", "H", "H", "H", "H", "H", "H", "H", "H", "H", "H"],
  "xyz": [[0.8557, 0.4345, -1.0176], [-0.0973, -3.6794, -1.6052], [-0.2616, -2.2012, -1.4252], [0.5457, -1.3562, -2.0559], [1.5797, -1.9046, -2.7483], [2.1564, -1.1124, -3.6248], [3.3946, -1.5785, -4.0521], [1.5814, 0.3630, -4.2486], [-1.2200, -1.6294, -0.5599], [-2.2768, -2.3204, 0.0848], [-3.2573, -1.6261, 0.7414], [-3.2050, -0.2048, 0.7657], [-2.1052, 0.4030, 0.2129], [-1.0983, -0.2558, -0.3662], [0.9621, -3.9199, -1.4994], [-0.6776, -4.2451, -0.8781], [-0.3878, -3.9872, -2.6135], [3.8901, -1.9931, -3.2706], [3.9165, -0.8341, -4.4830], [-2.3290, -3.3993, 0.0212], [-4.0773, -2.1543, 1.2138], [-3.9965, 0.3884, 1.2064], [-2.0003, 1.4846, 0.2150], [-1.9726, 0.3932, -3.3007], [-1.3207, 1.9724, -3.0038], [-0.2221, 2.1288, -2.1371], [0.2157, 3.4461, -2.0004], [1.5616, 3.7574, -0.9425], [-0.3442, 4.5304, -2.6654], [0.2619, 6.1338, -2.4537], [-1.4204, 4.3213, -3.5182], [-2.1411, 5.6470, -4.3611], [-1.9114, 3.0291, -3.6903], [-3.2433, 2.7757, -4.7602], [2.8445, 0.8271, -1.2018], [3.4488, -0.2078, -0.2439], [4.3557, -1.0987, -0.9404], [2.1762, -0.9004, 0.1966], [4.0664, 0.4673, 0.8916], [0.7501, 1.4263, 0.9978], [0.5979, 1.0658, 2.1595], [1.5924, 0.2110, 2.8871], [1.0749, -1.2350, 2.9867], [0.0837, -1.4528, 4.1270], [-1.1941, -0.6230, 4.0329], [-0.9605, 0.8869, 4.0835], [-0.5027, 1.4747, 2.8325], [1.7731, 0.6119, 3.8905], [2.5144, 0.2514, 2.3078], [1.9342, -1.8934, 3.1217], [0.6384, -1.5217, 2.0285], [0.5804, -1.2274, 5.0822], [-0.1947, -2.5110, 4.1630], [-1.8543, -0.8925, 4.8650], [-1.7310, -0.8597, 3.1091], [-0.2508, 1.1303, 4.8810], [-1.8938, 1.3907, 4.3350], [-1.2048, 1.8726, 2.2276]],
  "forces_ev_per_a": [[0.5, -0.2, -0.3], [0.0, 0.1, -0.1], [0.0, -0.2, -0.1], [0.0, 0.0, 0.4], [-0.1, -0.2, 0.0], [0.1, 0.1, 0.2], [0.0, -0.2, 0.0], [-0.2, 0.2, 0.0], [-0.1, 0.0, 0.1], [-0.1, 0.1, 0.0], [0.1, -0.1, 0.0], [0.0, 0.2, 0.0], [-0.1, -0.1, 0.0], [0.3, -0.1, -0.1], [0.0, 0.0, 0.0], [0.0, 0.0, 0.0], [0.0, 0.0, 0.0], [0.0, 0.0, 0.0], [0.0, 0.1, 0.0], [0.0, 0.0, 0.0], [0.0, 0.0, 0.0], [0.0, 0.0, 0.0], [0.0, 0.0, 0.0], [0.0, -0.1, 0.0], [0.4, 0.1, 0.2], [-0.3, 0.1, 0.0], [-0.1, -0.3, 0.0], [0.1, 0.0, 0.1], [-0.2, 0.0, -0.1], [0.1, 0.2, 0.0], [0.0, -0.1, 0.0], [-0.1, 0.1, -0.1], [0.2, 0.1, 0.1], [-0.2, 0.0, -0.1], [0.1, 0.2, 0.2], [-0.2, 0.1, -0.2], [0.0, 0.0, 0.0], [-0.3, 0.0, -0.1], [0.1, 0.0, 0.1], [-0.2, 0.1, -0.5], [0.2, 0.1, 0.3], [0.0, -0.2, -0.1], [0.0, 0.0, 0.1], [0.0, 0.0, 0.0], [0.0, 0.0, 0.0], [0.0, 0.0, 0.0], [-0.1, -0.1, 0.1], [0.0, 0.0, 0.0], [0.0, 0.0, 0.0], [0.0, 0.0, 0.0], [0.0, 0.0, 0.0], [0.0, 0.0, 0.0], [0.0, 0.0, 0.0], [0.0, 0.0, 0.0], [0.0, 0.0, 0.0], [0.0, 0.0, 0.0], [0.0, 0.0, 0.0], [0.0, 0.0, 0.0]],
  "multiplicity": 3,
  "relative_energy_ev": 0.541,
  "mol_weight_da": 699.7,
  "total_charge": -2
}

---

2.
{
  "formula": "C20H20ClN3O3",
  "method": "wB97M-V/def2-TZVPD",
  "elements": ["C", "C", "C", "C", "O", "C", "O", "C", "C", "C", "C", "N", "N", "C", "C", "C", "C", "O", "N", "C", "C", "C", "C", "Cl", "C", "C", "C", "H", "H", "H", "H", "H", "H", "H", "H", "H", "H", "H", "H", "H", "H", "H", "H", "H", "H", "H", "H"],
  "xyz": [[1.0922, 3.3653, -0.1190], [-0.0658, 2.4655, 0.4751], [-1.1077, 3.3438, 1.0638], [-2.4687, 2.9716, 1.0476], [-3.3939, 3.7403, 1.6108], [-4.5598, 3.0224, 1.4598], [-4.2709, 1.6400, 1.0325], [-2.9155, 1.7225, 0.7271], [-1.9061, 0.8862, 0.1910], [-2.0213, -0.6395, 0.1864], [-1.7881, -1.2669, 1.5494], [-0.4578, -0.8794, 2.1444], [-0.5381, -0.1023, 3.1861], [0.6813, -0.0591, 3.6050], [1.5722, -0.8886, 2.8065], [0.7361, -1.4489, 1.7821], [1.0027, -2.3639, 0.5845], [0.1255, -3.2099, 0.3105], [2.1062, -2.1159, -0.2820], [2.2524, -2.3919, -1.6131], [1.2857, -2.8441, -2.5244], [1.6513, -3.2178, -3.8968], [2.9269, -2.9646, -4.3628], [3.4025, -3.2875, -6.0022], [3.8288, -2.4615, -3.4135], [3.5578, -2.2654, -2.0699], [-0.7542, 1.5336, -0.5130], [0.7402, 3.8585, -0.9529], [1.9510, 2.7034, -0.3965], [1.5046, 4.0505, 0.6595], [0.4010, 1.8949, 1.3095], [-0.8946, 4.3022, 1.3908], [-5.1350, 3.4822, 0.7004], [-5.1307, 3.0008, 2.3469], [-3.0575, -0.8412, -0.2324], [-1.2467, -1.1127, -0.4732], [-1.7939, -2.3040, 1.4245], [-2.5840, -1.1706, 2.2322], [0.9767, 0.5756, 4.4095], [2.6213, -1.0677, 2.8365], [2.7022, -1.3473, 0.0667], [0.2751, -3.1445, -2.2347], [0.7620, -3.4905, -4.5311], [4.8817, -2.4549, -3.6374], [4.3572, -2.0764, -1.4932], [-1.2081, 2.0538, -1.3337], [-0.0962, 0.8041, -1.0573]],
  "forces_ev_per_a": [[0.9, -2.5, 2.4], [1.4, 0.7, -0.1], [-4.1, -1.7, -1.0], [6.7, 3.5, 0.6], [-0.7, 0.4, 0.6], [-0.9, -1.1, -0.6], [1.2, 0.6, 0.7], [1.8, -3.8, -2.3], [-3.3, -1.0, 0.9], [-0.7, 0.7, -1.1], [1.1, 0.4, -0.7], [-4.4, -2.7, -3.4], [0.2, 0.0, -0.2], [3.7, -0.7, 0.1], [-1.8, 0.1, -1.2], [1.8, 2.1, 2.7], [-2.4, -1.0, -1.5], [2.2, 1.6, 0.4], [-1.6, 1.6, 4.2], [-0.1, -1.1, -1.6], [0.6, -1.3, -1.4], [-1.9, 1.4, 1.4], [-0.5, 0.2, 1.1], [0.0, 0.1, 0.3], [0.9, -0.9, 0.0], [-2.7, -0.6, -3.7], [1.0, -0.4, 0.4], [-0.6, 1.4, -1.8], [-0.7, 0.5, 0.0], [-0.6, -0.3, -0.6], [-0.2, -0.1, -0.3], [0.6, 1.7, 0.8], [-0.8, 0.3, -1.1], [-0.4, -0.2, 1.2], [1.2, -0.5, 0.7], [-0.9, 0.6, 0.2], [0.5, -1.8, -0.4], [-0.6, 1.2, 1.1], [0.1, 0.1, 0.5], [0.5, 0.2, 0.5], [-0.5, -0.8, -0.3], [0.4, 0.5, 0.2], [1.4, 0.0, 0.5], [0.2, 0.3, -0.5], [2.4, 0.9, 2.3], [-0.1, 1.0, -0.5], [-0.3, 0.3, 1.1]],
  "relative_energy_ev": 7.124,
  "mol_weight_da": 385.9
}

---

3.
{
  "formula": "C20H20ClO7",
  "method": "wB97M-V/def2-TZVPD",
  "elements": ["C", "C", "C", "C", "O", "C", "C", "C", "C", "C", "C", "C", "C", "O", "O", "C", "C", "C", "C", "C", "C", "C", "C", "H", "H", "H", "H", "H", "H", "H", "H", "H", "H", "H", "H", "H", "H", "H", "H", "H", "H", "H", "H", "O", "Cl", "O", "O", "O"],
  "xyz": [[-3.3195, -0.7019, -1.5210], [-2.0486, -1.3404, -0.9093], [-2.2581, -1.5687, 0.6364], [-1.3850, -0.7059, 1.5517], [-1.8706, 0.3105, 2.0278], [0.0262, -1.0687, 1.9271], [0.3293, -2.3079, 2.4705], [1.6168, -2.6026, 2.8409], [2.6491, -1.7049, 2.6725], [2.3512, -0.4639, 2.1348], [1.0604, -0.1645, 1.7739], [-2.0221, -2.8049, -1.4799], [-0.5508, -3.2017, -1.6922], [-0.0527, -4.2978, -1.6788], [0.0611, -2.0211, -1.9586], [-0.6592, -0.8702, -1.4241], [-0.6860, 0.0768, -2.6481], [-0.6223, 1.5575, -2.3095], [-0.4638, 2.0561, -1.0341], [-0.3764, 3.4026, -0.7447], [-0.4542, 4.3064, -1.7815], [-0.6401, 3.8374, -3.0655], [-0.7266, 2.4950, -3.3354], [-3.2431, 0.3943, -1.4662], [-3.3408, -0.9331, -2.5932], [-4.2350, -1.0824, -1.0669], [-3.2931, -1.2914, 0.8626], [-2.1868, -2.6366, 0.8751], [-0.4621, -3.0380, 2.6358], [1.8507, -3.5688, 3.2859], [3.6729, -1.9078, 2.9709], [3.1469, 0.2715, 2.0069], [0.8763, 0.8344, 1.3835], [-2.3926, -2.7896, -2.5205], [-2.6333, -3.5571, -0.9762], [0.0268, -0.5447, -0.6383], [0.2275, -0.1639, -3.2083], [-1.5148, -0.1569, -3.3243], [-0.4107, 1.3552, -0.2061], [-0.2285, 3.7200, 0.2836], [-0.3636, 5.3676, -1.5643], [-0.7125, 4.5326, -3.9003], [-0.8809, 2.1192, -4.3461], [5.4175, 1.3408, 4.9783], [5.2312, 2.1753, 3.8146], [4.5350, 3.3835, 4.1863], [4.4410, 1.4515, 2.8319], [6.5140, 2.5073, 3.2422]],
  "forces_ev_per_a": [[1.2, 0.9, -0.5], [-0.8, -2.9, -0.1], [0.3, 0.6, 0.2], [-0.4, 0.7, 0.8], [0.3, -0.4, -0.6], [-0.4, -0.4, -0.4], [-0.9, -0.3, -0.2], [0.8, -1.0, 0.6], [0.1, 0.5, -0.1], [0.8, 0.2, -0.2], [-0.2, 1.1, -0.2], [0.2, -0.3, -1.0], [-1.1, 0.3, 0.7], [-0.1, 1.1, -0.4], [0.5, -1.2, 0.5], [0.2, 0.2, -1.1], [0.7, 0.4, 0.8], [-0.5, 0.1, -0.5], [0.0, -1.0, 0.9], [0.1, 0.1, 0.1], [0.1, 0.5, 0.5], [0.0, 0.7, -0.9], [-0.1, -0.8, -0.2], [-0.4, -0.2, 0.3], [-0.2, 0.0, 0.2], [0.2, 0.1, 0.1], [0.3, 0.1, 0.1], [0.4, 0.3, 0.0], [0.1, 0.1, -0.1], [-0.2, 0.1, -0.1], [-0.2, -0.2, 0.0], [-0.4, -0.3, 0.1], [-0.1, -0.2, 0.0], [0.0, 0.0, 0.2], [0.2, 0.2, 0.2], [-0.4, 0.4, -0.1], [-0.2, 0.1, 0.1], [0.0, 0.1, 0.2], [0.0, 0.2, 0.0], [-0.1, 0.0, -0.2], [-0.1, -0.1, -0.2], [0.0, 0.0, 0.2], [0.1, 0.3, 0.0], [0.0, 0.0, 0.0], [0.1, 0.1, 0.1], [0.0, 0.0, 0.0], [0.2, 0.2, 0.1], [0.0, 0.0, 0.0]],
  "mol_weight_da": 407.8,
  "total_charge": -1
}

---

4.
{
  "formula": "C20H20F2N2O6S2",
  "method": "wB97M-V/def2-TZVPD",
  "elements": ["C", "C", "C", "C", "C", "C", "C", "C", "F", "C", "S", "O", "O", "F", "C", "C", "C", "C", "O", "C", "N", "S", "N", "C", "C", "C", "H", "H", "H", "H", "H", "H", "H", "H", "H", "H", "H", "H", "H", "H", "H", "H", "O", "C", "O", "C", "C", "O", "H", "H", "H", "H"],
  "xyz": [[6.7097, -0.3410, 1.8638], [5.6609, 0.3181, 0.7400], [5.2664, 1.9171, 0.7876], [4.2043, 2.4928, -0.3340], [3.6193, 1.4168, -1.4249], [2.5101, 2.0141, -2.5243], [1.0415, 1.9007, -1.7331], [0.4732, 3.1599, -0.8429], [1.3319, 4.4029, -0.8183], [-0.9513, 3.0007, -0.0370], [-1.5572, 4.5070, 0.9412], [-3.1064, 4.7000, 0.8633], [-1.0910, 4.4245, 2.4248], [-0.8704, 5.9874, 0.3190], [-1.7947, 1.5583, -0.1170], [-3.1756, 1.4827, 0.7462], [-3.8577, 0.0061, 0.8972], [-4.7611, -0.2241, -0.4916], [-6.1919, -0.3680, -0.1677], [-1.1279, 0.3940, -1.0521], [-1.7066, -0.9783, -1.3073], [-0.5800, -1.8931, -2.3391], [0.7500, -0.7618, -2.6946], [0.2755, 0.4360, -1.8992], [4.0039, -0.1874, -1.4988], [5.0606, -0.7484, -0.3799], [7.0424, 0.4740, 2.6516], [7.6322, -0.8119, 1.2798], [6.0872, -1.2224, 2.3733], [5.6685, 2.6914, 1.5816], [3.8262, 3.6182, -0.3932], [2.7565, 3.1135, -2.8498], [2.5026, 1.2375, -3.4151], [-2.9125, 1.8564, 1.8489], [-4.0164, 2.2434, 0.3720], [-3.0199, -0.8399, 0.9857], [-4.5237, -0.1309, 1.8717], [-4.5607, 0.7053, -1.2114], [-4.3695, -1.1643, -1.0781], [-6.4593, -1.2721, -0.5246], [3.4837, -0.8142, -2.3465], [5.3198, -1.9005, -0.3976], [-3.1888, -2.9588, -1.0492], [-2.8595, -3.7182, -0.1534], [-3.0985, -3.4977, 1.1724], [-2.7734, -4.6949, 1.8535], [-1.8074, -5.3638, 0.9302], [-2.2026, -4.8993, -0.3466], [-2.3332, -4.4777, 2.8306], [-3.6881, -5.2795, 1.9969], [-0.7724, -5.0564, 1.1136], [-1.8688, -6.4542, 0.9824]],
  "forces_ev_per_a": [[-1.2, 0.0, -1.0], [-1.4, 0.8, -1.6], [-2.2, -2.3, -3.3], [1.1, -4.7, -0.1], [1.5, -0.2, 1.6], [-0.2, -1.2, 1.7], [-0.6, 1.3, 0.7], [0.1, -3.5, -1.6], [-3.1, -4.1, 0.1], [1.6, -3.0, -2.7], [-4.0, 1.5, 5.5], [6.3, -0.9, -0.8], [-0.9, 0.1, -6.2], [-1.1, -3.5, 0.7], [2.4, 2.7, -0.9], [-0.2, 0.1, 1.5], [0.3, -0.6, -1.0], [1.2, -0.3, -0.1], [1.2, -1.6, -1.2], [0.9, -2.8, -1.7], [4.2, 3.6, -0.7], [-0.3, 4.4, 1.7], [-5.0, 3.2, 4.5], [-0.2, 1.9, 1.1], [1.8, 3.2, 3.3], [-1.9, 4.2, -0.6], [-0.7, -1.8, -1.7], [-2.0, 1.1, 1.4], [1.6, 2.0, -0.9], [-0.7, -2.1, -1.7], [1.0, -2.7, 0.3], [-0.5, -2.3, 0.7], [-0.2, 1.9, 1.7], [-0.3, -0.6, -2.5], [2.2, -1.6, 0.5], [-1.8, 1.9, -0.3], [1.3, 0.8, -2.2], [-0.8, -1.8, 1.6], [-0.8, 1.9, 1.4], [0.5, 1.9, 0.8], [1.3, 1.2, 2.0], [-0.4, 2.8, 0.3], [0.4, -2.5, 2.0], [-0.8, 1.4, -1.7], [0.2, 0.1, -1.1], [-0.2, -0.3, 1.1], [0.8, -0.8, 0.3], [-0.5, 0.9, -0.1], [-0.2, 0.1, -0.2], [0.1, 0.1, 0.0], [-0.1, 0.0, 0.0], [0.0, 0.2, -0.2]],
  "mol_weight_da": 486.5
}

---

5.
{
  "formula": "C20H20F3I2InNO4P2S",
  "method": "wB97M-V/def2-TZVPD",
  "elements": ["In", "I", "C", "C", "C", "I", "C", "C", "C", "C", "N", "C", "C", "O", "H", "H", "H", "H", "C", "P", "C", "C", "C", "C", "C", "C", "C", "P", "C", "C", "H", "H", "H", "H", "H", "H", "H", "H", "H", "H", "H", "H", "H", "H", "H", "H", "F", "C", "F", "F", "S", "O", "O", "O"],
  "xyz": [[0.3030, 0.6538, -0.3640], [0.8295, -3.9051, 2.1355], [2.3444, -2.7640, 1.2325], [3.6727, -3.1750, 1.2535], [4.6381, -2.4201, 0.6315], [6.6492, -3.0416, 0.7899], [4.2936, -1.2543, -0.0867], [5.1897, -0.4461, -0.8140], [4.7371, 0.6549, -1.4983], [3.3706, 0.9634, -1.4764], [2.5200, 0.2114, -0.8167], [2.9265, -0.8546, -0.1065], [1.9332, -1.5969, 0.6095], [0.6976, -1.2018, 0.6334], [3.9352, -4.0865, 1.7706], [6.2379, -0.7053, -0.8228], [5.4211, 1.2801, -2.0519], [2.9661, 1.8223, -2.0027], [-2.7903, 3.4169, -0.7375], [-2.1517, 1.7247, -0.5291], [-2.7279, 1.2200, 1.1344], [-3.1087, 0.7069, -1.7041], [-3.9531, 1.3194, -2.6278], [-4.6909, 0.5670, -3.5241], [-4.6101, -0.8160, -3.4961], [-3.7597, -1.4388, -2.5990], [-2.9883, -0.6927, -1.7139], [-1.6939, -1.4314, -0.6622], [-2.6440, -2.3020, 0.6442], [-1.0736, -2.8226, -1.6716], [-2.5178, 3.8236, -1.7079], [-2.3598, 4.0406, 0.0400], [-3.8729, 3.3713, -0.6273], [-3.7667, 0.8895, 1.0906], [-2.6359, 2.0963, 1.7763], [-2.0882, 0.4277, 1.5370], [-4.0444, 2.3927, -2.6708], [-5.3344, 1.0610, -4.2375], [-5.1982, -1.4078, -4.1799], [-3.7016, -2.5159, -2.5917], [-3.3170, -3.0281, 0.1919], [-3.2177, -1.5990, 1.2408], [-1.9281, -2.8096, 1.2861], [-1.8687, -3.5313, -1.8945], [-0.2984, -3.3325, -1.1053], [-0.6432, -2.4400, -2.5956], [3.1878, 4.0613, 0.8382], [1.9529, 4.4064, 1.1809], [1.6259, 5.5149, 0.5326], [1.9053, 4.6324, 2.4826], [0.8159, 3.0284, 0.6889], [-0.5144, 3.3605, 1.0939], [1.3318, 1.8305, 1.3445], [0.9708, 2.9153, -0.7592]],
  "forces_ev_per_a": [[0.0, -1.7, 0.1], [0.4, 0.0, 0.0], [-0.9, 0.2, 0.0], [0.5, 0.1, -0.2], [0.4, -0.4, 0.2], [-0.4, 0.1, -0.1], [-0.5, 0.1, 0.0], [-0.1, 0.2, -0.1], [0.0, -0.1, 0.1], [0.2, 0.1, -0.2], [-1.3, 0.6, -0.2], [0.6, -0.8, 0.3], [0.8, -0.5, 0.2], [-0.6, 1.0, -0.3], [0.1, 0.0, 0.0], [0.1, 0.0, 0.0], [0.0, 0.0, 0.0], [0.1, -0.1, 0.1], [0.3, -0.2, 0.0], [0.0, -0.4, 0.0], [0.1, 0.2, -0.1], [0.1, 0.1, -0.1], [0.0, 0.1, 0.0], [0.0, -0.1, 0.0], [0.0, 0.0, 0.0], [0.0, 0.1, 0.0], [0.2, 0.0, 0.1], [-0.5, -0.2, -0.5], [0.4, 0.3, 0.0], [0.0, 0.2, 0.2], [0.0, 0.0, -0.1], [0.0, 0.0, 0.0], [0.0, 0.1, 0.0], [0.1, 0.0, 0.0], [0.0, -0.1, 0.0], [-0.2, 0.1, 0.0], [0.0, 0.1, 0.0], [0.0, 0.0, 0.0], [-0.1, -0.1, -0.1], [0.1, -0.1, 0.0], [0.0, 0.0, -0.1], [-0.1, 0.0, 0.0], [0.0, -0.1, 0.1], [0.0, 0.0, 0.0], [0.1, -0.1, 0.1], [0.0, 0.0, -0.1], [0.1, -0.1, 0.0], [0.2, 0.1, 0.0], [-0.2, -0.1, -0.1], [-0.2, -0.2, 0.0], [0.2, 1.9, 0.9], [-0.2, 0.5, 0.5], [0.0, -0.7, 0.0], [0.2, -0.3, -0.6]],
  "mol_weight_da": 858.0,
  "total_charge": 1
}

---

| no. | calculated total energy (eV) |
| --- | --- |
| 1 | -146155.920 |
| 2 | -44195.488 |
| 3 | -47914.009 |
| 4 | -63412.505 |
| 5 | -89680.765 |